No. 1
{"formula": "C19H28F9N2O4P3Ti", "method": "ωB97M-V with the def2-TZVPD basis set", "gap_ev": [7.113, 5.894], "total_charge": -1, "total_energy_ha": -3923.8947, "homo_energy_ev": [-4.501, -4.640], "e_lumo_ev": [2.61, 1.25], "spin_multiplicity": 4, "e_above_lowest_kcal_mol": 15.27, "max_force_ha_per_bohr": 0.056, "elements": ["Ti", "P", "P", "P", "F", "F", "F", "F", "F", "F", "F", "F", "F", "O", "O", "O", "O", "N", "N", "C", "C", "C", "C", "C", "C", "C", "C", "C", "C", "C", "C", "C", "C", "C", "C", "C", "C", "C", "H", "H", "H", "H", "H", "H", "H", "H", "H", "H", "H", "H", "H", "H", "H", "H", "H", "H", "H", "H", "H", "H", "H", "H", "H", "H", "H", "H"], "xyz": [[-0.595, -0.393, 0.447], [-1.719, -3.500, 2.103], [1.689, 1.003, 0.136], [1.383, -0.181, 2.993], [-1.644, 0.534, 3.412], [-2.272, -4.987, 2.285], [-1.110, -1.917, 1.896], [-1.675, -3.652, 0.498], [-2.792, 1.460, 1.831], [-0.799, 2.188, 2.294], [-0.183, -4.013, 2.181], [-1.702, -3.231, 3.678], [-3.197, -2.893, 1.999], [-1.135, 1.474, -0.584], [-3.306, -0.306, -0.864], [-2.606, -0.867, -0.079], [0.902, -1.863, 0.237], [-0.523, -0.691, -1.761], [-1.134, 0.277, -2.543], [-0.631, -1.924, -3.864], [1.051, -2.813, -0.584], [-2.459, 3.567, -1.825], [-2.316, 2.416, -3.933], [-3.083, 4.638, -2.453], [0.452, -2.879, -1.845], [1.966, -3.924, -0.148], [-0.252, -1.806, -2.408], [-2.937, 3.486, -4.557], [2.234, 1.142, -1.604], [1.369, 1.012, 4.380], [1.501, -1.762, 3.909], [-3.321, 4.601, -3.818], [-1.518, 1.007, 2.118], [1.728, 2.749, 0.664], [-1.397, 1.324, -1.843], [3.133, 0.009, 2.378], [-2.072, 2.453, -2.563], [3.226, 0.318, 0.870], [2.285, -4.542, -0.983], [1.615, 2.805, 1.747], [0.396, 0.952, 4.868], [3.667, -0.915, 2.603], [0.863, 3.252, 0.232], [-0.381, -2.910, -4.244], [0.626, -3.754, -2.450], [3.183, 1.672, -1.701], [-2.012, 1.541, -4.491], [1.631, -2.578, 3.196], [2.164, 0.805, 5.100], [-2.269, 3.565, -0.760], [-0.130, -1.151, -4.447], [0.557, -1.945, 4.424], [2.824, -3.499, 0.375], [3.419, -0.599, 0.308], [1.402, -4.523, 0.572], [2.653, 3.240, 0.356], [2.324, -1.756, 4.628], [3.623, 0.797, 2.956], [1.476, 2.027, 3.997], [4.051, 1.002, 0.649], [-1.702, -1.733, -3.961], [-3.386, 5.503, -1.874], [-3.808, 5.436, -4.308], [-3.125, 3.455, -5.624], [2.331, 0.137, -2.021], [1.465, 1.661, -2.179]], "lowdin_charge": [0.912, 0.188, 0.834, 0.876, -0.028, -0.133, -0.269, -0.134, -0.009, -0.040, -0.153, -0.133, -0.132, -0.189, 0.119, -0.094, -0.192, -0.051, 0.066, -0.037, -0.458, -0.017, -0.035, -0.089, -0.030, -0.010, -0.318, -0.097, -0.249, -0.280, -0.267, -0.112, -0.538, -0.244, -0.501, -0.383, -0.134, -0.405, 0.073, 0.022, 0.035, 0.069, 0.042, 0.067, 0.094, 0.041, 0.104, 0.029, 0.037, 0.117, 0.077, 0.040, 0.080, 0.070, 0.078, 0.043, 0.038, 0.069, 0.027, 0.075, 0.079, 0.096, 0.092, 0.093, 0.041, 0.039]}

---

No. 2
{"formula": "C16H18INPtSbSe5Si", "method": "ωB97M-V with the def2-TZVPD basis set", "gap_ev": 6.293, "total_charge": -1, "total_energy_ha": -13629.2771, "homo_energy_ev": -4.669, "e_lumo_ev": 1.62, "e_above_lowest_kcal_mol": 8.64, "max_force_ha_per_bohr": 0.018, "elements": ["Pt", "I", "Sb", "Se", "Se", "Se", "Se", "Se", "Si", "N", "C", "C", "C", "C", "C", "C", "C", "C", "C", "C", "C", "C", "C", "C", "C", "C", "H", "H", "H", "H", "H", "H", "H", "H", "H", "H", "H", "H", "H", "H", "H", "H", "H", "H"], "xyz": [[-0.895, -0.491, -0.723], [-1.118, 1.717, 1.289], [-3.336, -3.449, -0.852], [-0.959, -2.732, -1.555], [-2.844, -0.114, -2.125], [-3.855, -5.267, -2.303], [-4.760, -1.352, -1.542], [-3.654, -3.650, 1.511], [4.119, -0.485, -0.828], [-0.893, -1.083, 1.824], [4.864, 0.993, 0.058], [-2.313, 2.647, -1.831], [-0.662, -2.244, 2.433], [4.673, -0.452, -2.620], [4.728, -2.075, -0.038], [-4.860, 3.465, -1.113], [-4.616, 2.121, -1.372], [-0.761, 0.022, 2.503], [-3.341, 1.712, -1.714], [-0.189, -1.109, 4.481], [-3.839, 4.398, -1.205], [-0.317, -2.297, 3.774], [-0.406, 0.102, 3.838], [-2.563, 3.985, -1.571], [2.310, -0.441, -0.740], [1.091, -0.459, -0.733], [4.639, 0.970, 1.126], [4.330, 0.458, -3.115], [5.950, 1.018, -0.064], [5.803, -2.212, -0.174], [-5.858, 3.778, -0.835], [4.253, -1.303, -3.161], [-5.418, 1.398, -1.283], [-0.167, -3.254, 4.253], [5.762, -0.499, -2.701], [0.091, -1.119, 5.527], [-0.294, 1.052, 4.340], [-1.319, 2.326, -2.123], [4.214, -2.925, -0.492], [4.509, -2.090, 1.031], [-0.761, -3.130, 1.820], [-4.034, 5.442, -0.994], [4.456, 1.921, -0.349], [-1.757, 4.704, -1.652]], "lowdin_charge": [0.241, 1.025, -0.250, 0.056, 0.441, -0.203, 0.098, -0.147, 0.387, -0.052, -0.199, -0.218, -0.173, -0.198, -0.196, -0.085, -0.128, -0.737, -0.585, -0.073, -0.099, -0.051, -0.122, -0.106, -0.249, -0.409, 0.023, 0.025, 0.022, 0.022, 0.102, 0.028, 0.058, 0.106, 0.022, 0.104, 0.092, 0.091, 0.029, 0.025, 0.060, 0.097, 0.024, 0.103]}